No. 1
DFT (ωB97M-V/def2-TZVPD) results for a molecular structure, C32H53InN4O2PS in a non-equilibrium geometry.

```
94
Properties=species:S:1:pos:R:3:lowdin_charge:R:1
In 0.2794 -0.2168 -2.3883 0.933
S -4.4721 -1.2513 -1.6844 1.129
P -0.1540 2.7439 -0.0249 0.855
O 2.7854 -1.4235 -0.9886 -0.066
O -0.5401 1.6926 -1.1155 -0.574
N -2.9715 0.8000 -2.4809 0.098
N 3.8887 -3.1606 -1.8245 0.198
N -1.9973 -0.9836 -1.2514 -0.087
N -2.3172 -2.2370 -0.8099 0.017
C 1.4160 -7.7395 -1.9355 -0.073
C -2.7799 2.4422 2.4532 -0.184
C 0.3819 -4.0865 -1.7482 -0.167
C -1.7308 4.7565 1.4110 -0.150
C -3.4665 3.7474 2.9356 -0.185
C -2.6404 2.3501 0.9379 -0.207
C 3.4863 3.3702 -0.8708 -0.177
C -1.7466 3.4870 0.3823 -0.307
C 3.9483 4.8498 -0.6935 -0.185
C 2.2394 -3.5819 -0.0819 -0.093
C 0.7322 -3.4958 -0.3782 -0.177
C 0.9703 3.9634 -0.7581 -0.340
C 3.0197 -2.6274 -0.9672 -0.553
C 2.3113 0.4692 3.2778 -0.189
C 1.8243 -0.2133 2.0031 -0.191
C 1.4378 1.6398 3.7232 -0.199
C -4.1400 -3.9055 -0.5614 -0.223
C 2.1210 3.2933 -1.5778 -0.192
C 2.7227 5.7526 -0.8052 -0.194
C 0.3553 -5.5980 -1.7162 -0.227
C 1.4359 0.7446 0.9381 -0.219
C -3.5503 -2.5508 -0.9349 -0.565
C 1.5045 5.1651 0.0206 -0.164
C -0.7425 -6.2314 -1.0783 -0.029
C 1.3730 -6.3690 -2.1854 -0.061
C -4.4926 -4.6137 -1.8438 -0.101
C 1.1082 2.6141 2.6117 -0.187
C -0.7036 -7.5898 -0.8546 -0.091
C 0.5084 1.8741 1.4130 -0.329
C -3.1504 4.8896 2.0097 -0.210
C 0.3739 -8.3419 -1.2747 -0.091
C -3.0113 -0.4063 -1.8217 -0.755
H -4.5623 3.5741 3.0294 0.117
H 0.7062 5.9311 0.1552 0.112
H 1.9852 2.2354 -1.7209 0.050
H 2.4026 5.8278 -1.8863 0.125
H 0.4077 -2.4248 -0.3823 0.073
H -0.9623 4.6937 2.1992 0.099
H -2.2260 1.4426 -2.2176 0.051
H -1.4883 5.6478 0.8083 0.100
H -3.3227 1.5679 2.7951 0.114
H -2.1465 3.8658 -0.5525 0.117
H -5.2824 -4.0632 -2.3240 0.058
H 2.1782 -5.9768 -2.7549 0.100
H 4.2152 2.8603 -1.5000 0.114
H 1.0221 -3.7338 -2.5570 0.109
H -2.1824 1.4449 0.5403 0.073
H 1.9967 3.2541 2.2554 0.134
H -0.5909 -3.7368 -2.0635 0.084
H 0.9560 0.1795 0.0784 0.049
H 2.2835 -8.2851 -2.2685 0.105
H 2.4179 -0.1585 4.1644 0.113
H 2.4182 -3.2643 0.9414 0.113
H -3.7684 4.9194 1.1215 0.109
H 0.4596 3.3200 3.0523 0.077
H -1.6048 -5.7092 -0.6059 0.108
H -3.6496 -4.6399 -2.5569 0.093
H 2.2168 3.7567 -2.5905 0.133
H 4.4176 4.9416 0.3076 0.116
H 0.9070 -0.7854 2.3373 0.144
H 2.5386 -0.9194 1.6113 0.094
H 1.9282 4.9018 0.9718 0.085
H -4.8969 -3.7640 0.1763 0.106
H -3.2847 5.8917 2.4607 0.122
H -1.7896 2.3343 2.8516 0.078
H 0.2654 4.3632 -1.5865 0.153
H -3.5951 2.3160 0.4102 0.120
H -3.2634 -4.3640 -0.1007 0.092
H 4.1288 -4.1198 -1.8188 0.095
H -4.8505 -5.6177 -1.6038 0.085
H 4.6430 5.2577 -1.4357 0.111
H -0.3989 1.3345 1.7439 0.117
H 0.3340 -9.4138 -1.0499 0.113
H 3.4828 2.8771 0.0862 0.085
H -1.5562 -8.0263 -0.3837 0.099
H -3.0893 3.8952 4.0076 0.135
H 4.4164 -2.5952 -2.4790 0.129
H 3.3036 0.9492 3.1468 0.124
H 2.3270 1.2012 0.4700 0.111
H 2.9555 6.7658 -0.5161 0.103
H 1.9396 2.1781 4.5054 0.111
H 2.6413 -4.6190 -0.1920 0.129
H 0.4534 1.2515 4.0707 0.129
H 0.2325 -3.9611 0.4391 0.107
H -3.6861 1.1760 -3.0518 0.090
```

Output
Max |F| (eV/A): 2.90
Energy (eV): -69394.60119
HOMO level (eV): -10.982
ΔE to the lowest compared entry with this formula, charge and spin (kcal per mole): 0.0
Charge: +1
E_LUMO (eV): -2.12
Gap between HOMO and LUMO (eV): 8.860

=====

No. 2
DFT (ωB97M-V/def2-TZVPD) results for 6 unconnected molecules or ions with the total composition C32H53N8O10S in a non-equilibrium geometry.

```
104
Properties=species:S:1:pos:R:3:lowdin_charge:R:1
S 1.8689 -4.2304 2.9212 1.029
O 3.6559 0.8644 -3.5224 0.139
O 1.5551 1.6083 -3.7257 -0.021
O 4.5489 -4.2162 3.1338 0.060
O 2.5398 3.3918 5.4218 0.029
O 0.2548 1.2263 2.6817 -0.033
O -3.5376 3.3703 6.1956 0.014
O -4.1197 -2.4426 -1.3805 0.128
O 3.8149 -3.6104 -5.7260 0.013
O -4.2718 -2.0692 0.8188 0.206
O -3.2674 -1.9372 -5.7410 0.022
N 0.5196 -1.4485 0.0038 0.227
N -5.2770 -2.9292 -5.8275 0.006
N 3.8583 -3.2275 1.3205 0.018
N 4.5444 -4.0784 -7.7927 0.006
N -0.7068 3.1114 3.4163 0.034
N 5.2192 -3.1587 1.3460 0.065
N 3.3207 3.0471 3.3517 0.012
N -4.9976 5.0369 6.5385 0.011
C -5.3361 2.9116 7.7089 -0.007
C -4.5478 3.7766 6.7565 -0.534
C 3.4742 -3.8627 2.3821 -0.661
C -0.3037 -0.3954 -0.1449 -0.113
C 5.5466 -2.1957 -6.5828 -0.012
C -5.0396 -0.8351 -4.5728 -0.012
C -2.1159 -1.9505 -0.0954 -0.024
C -1.3085 4.0040 4.3983 -0.065
C 1.0302 -4.7276 1.4016 -0.434
C -3.3153 1.3178 -0.7350 0.208
C 4.1478 3.2911 2.1844 -0.072
C -4.4468 -1.9321 -5.4242 -0.561
C 4.5662 -3.3429 -6.6531 -0.556
C 2.1272 -0.6135 -4.5822 0.031
C -0.2406 1.8706 3.6192 -0.531
C -1.2219 -2.9872 0.0535 0.075
C -2.6017 0.4168 -0.4114 -0.056
C 1.3710 1.0708 -1.3410 -0.124
C -6.6943 -3.0888 -5.5499 -0.072
C -0.3381 1.3086 5.0090 0.006
C 4.2498 4.8930 4.6776 -0.008
C 3.3023 3.7274 4.5287 -0.548
C 5.5819 -3.7438 2.4392 -0.169
C -6.1650 5.6868 7.1099 -0.069
C 5.3546 -3.9123 -8.9869 -0.072
C 2.5393 0.6645 -3.9002 -0.533
C 0.1254 -2.7345 0.0950 -0.163
C 0.6542 1.2464 -2.6766 -0.173
C -1.6711 -0.6307 -0.2147 -0.087
C 0.3195 0.9491 -0.2168 -0.100
C -3.5956 -2.1808 -0.1541 -0.475
C 1.2028 -3.7610 0.2201 -0.159
H 4.7079 -3.7336 -9.8470 0.084
H 1.5180 -1.2662 0.0374 0.181
H -6.8627 -4.0305 -5.0254 0.083
H -0.0186 -4.7595 1.6824 0.068
H -6.8425 5.9914 6.3113 0.085
H -0.0450 2.0691 -2.5862 0.134
H -4.2580 -0.1203 -4.3337 0.077
H -5.4318 -1.2495 -3.6430 0.071
H -3.7304 -3.2615 -1.7200 0.134
H 5.3409 -1.4656 -7.3667 0.086
H 4.1150 5.3264 5.6634 0.083
H -6.3546 2.7708 7.3460 0.086
H -7.0669 -2.2750 -4.9382 0.072
H -5.3626 3.3604 8.7021 0.088
H 4.8090 4.1358 2.3412 0.073
H 5.4457 -1.7085 -5.6173 0.078
H 2.1596 -3.2481 0.2435 0.070
H 2.8500 -0.7992 -5.3665 0.082
H 2.2152 -1.4168 -3.8556 0.093
H -0.6145 3.4342 2.4662 0.140
H 6.0385 -3.0777 -8.8826 0.072
H -1.3812 1.2588 5.3248 0.089
H -4.8202 -3.6281 -6.3918 0.140
H 0.1383 0.3288 -2.9748 0.129
H 2.6627 2.2813 3.3209 0.120
H -1.3529 3.5441 5.3725 0.056
H 0.0781 0.3052 5.0172 0.082
H 1.9849 1.9468 -1.1779 0.131
H 5.9309 -4.8204 -9.1684 0.085
H -0.7141 4.9181 4.4572 0.089
H -7.2517 -3.1097 -6.4871 0.086
H 1.1086 -0.5568 -4.9481 0.089
H 0.2316 1.9280 5.7023 0.082
H 3.5127 3.4959 1.3199 0.077
H 6.6085 -3.8150 2.7371 0.139
H -5.8352 -0.3153 -5.1074 0.087
H 4.7497 2.4068 1.9682 0.084
H 5.2841 4.5619 4.5798 0.086
H 4.0400 5.6567 3.9278 0.085
H 1.9717 0.1631 -1.3702 0.107
H -5.8562 6.5753 7.6618 0.086
H -2.3176 4.2542 4.0818 0.074
H -4.4277 5.5635 5.8960 0.139
H 1.2728 -5.7352 1.0870 0.089
H -3.9707 2.0762 -1.0807 0.055
H 0.7628 1.1453 0.7612 0.099
H -4.8539 1.9417 7.7783 0.082
H -0.4734 1.6634 -0.4066 0.113
H -6.6924 5.0209 7.7830 0.072
H -1.5559 -4.0084 0.1383 0.146
H 6.5696 -2.5583 -6.6844 0.086
H 1.1956 -4.3531 -0.6954 0.142
H 3.8700 -4.8268 -7.7751 0.139
```

Output
Max |F| (eV/A): 1.51
Energy (eV): -77268.30467
HOMO level (eV): -10.987
Charge: +1
E_LUMO (eV): -3.58
Gap between HOMO and LUMO (eV): 7.407

=====

Question: What is the gap between HOMO and LUMO in the first record?
Answer: 8.860 eV